The following is a DFT calculation (wB97M-V/def2-TZVPD) of C6H6Cl2ErO4Rh as an isolated structure in a non-equilibrium geometry.

Structure (XYZ):
```
20
C6H6Cl2ErO4Rh | the OMol25 dataset | wB97M-V/def2-TZVPD
Rh -0.24 -0.05 -3.66
Er 0.22 0.30 -0.70
Cl -0.91 -1.66 -1.96
Cl -0.85 1.95 -2.26
C 1.70 2.09 0.24
C 0.37 -1.50 -4.62
C 0.45 1.16 -4.86
O 2.14 3.06 0.70
O 0.78 -2.49 -5.07
O 0.91 1.90 -5.64
C -1.67 -0.56 3.23
C -0.59 -0.27 2.28
C 0.83 -0.49 2.61
O -0.90 0.15 1.11
H -1.22 -0.84 4.19
H -2.30 -1.40 2.89
H -2.33 0.31 3.39
H 1.28 -1.28 1.99
H 1.42 0.43 2.49
H 0.91 -0.80 3.66
```

## Properties
- Gap between HOMO and LUMO (alpha / beta): 5.65 / 4.67 eV
- <S²>: 15.7685
- Multiplicity: 8
- LUMO level (alpha / beta): -17.229 / -21.863 eV
- E_tot: -70128.4315 eV
- HOMO level (alpha / beta): -22.9 / -26.5 eV
- Total charge: +4